Entry 1:
The following is a quantum chemistry calculation of HIN2 in the gas phase at a distorted geometry, from OMol25.

Values from the calculation:
- maximum force (eV/Å) = 9.388
- orbital gap (spin up / spin down) (Ha) = 0.3035 / 0.3038
- E_HOMO (spin up / spin down) (eV) = -9.79 / -9.79
- ΔE to the lowest compared entry with this formula, charge and spin (kJ/mol) = 475.56
- SMILES = [H]/N=N/I
- total energy (Eh) = -407.64568

CARTESIAN COORDINATES (ANGSTROEM)
H1 1.63190 -0.00080 -0.01469
N1 0.78235 -0.56678 0.03040
N2 -0.29087 0.59291 0.00853
I1 -2.12338 -0.02533 -0.02424

For reference, the Löwdin charges in units of e are: atom 1 (H): -0.017, atom 2 (N): -0.035, atom 3 (N): -0.684, atom 4 (I): 0.736


Entry 2:
The following is a quantum chemistry calculation of 5 unconnected molecules or ions with the total composition C22H55BO5, from OMol25.

Values from the calculation:
- maximum force (eV/Å) = 0.400
- orbital gap (Ha) = 0.3740
- E_HOMO (eV) = -9.40
- SMILES = CCCCBOCC.CCOCC.CCOCC.CCOCC.CCOCC
- total energy (Eh) = -1272.22181

CARTESIAN COORDINATES (ANGSTROEM)
C1 -0.97848 -2.34998 -3.10863
C2 -0.04427 -2.23732 -4.30738
C3 1.42864 -2.61118 -4.04413
C4 1.94104 -2.35266 -2.62470
B1 2.05063 -0.85637 -2.18465
O1 1.59312 0.10275 -3.01762
C5 1.90464 1.48336 -2.79077
C6 2.24831 2.13091 -4.12253
H1 -1.13550 -3.38888 -2.81322
H2 -1.95787 -1.93960 -3.36046
H3 -0.61537 -1.79406 -2.24475
H4 -0.41931 -2.90302 -5.08817
H5 -0.09060 -1.22403 -4.70652
H6 1.57670 -3.66450 -4.29440
H7 2.04892 -2.04018 -4.73865
H8 1.38456 -2.93255 -1.88133
H9 2.96701 -2.73931 -2.54855
H10 2.53989 -0.55705 -1.12940
H11 2.74487 1.55369 -2.10086
H12 1.02820 1.95810 -2.35022
H13 1.34379 2.44769 -4.64043
H14 2.87164 3.01037 -3.96836
H15 2.75810 1.40530 -4.75320
C7 1.95620 0.49844 4.22470
C8 2.65953 0.33982 2.88875
O2 1.81607 -0.12710 1.85013
C9 0.69668 0.68739 1.55618
C10 1.05725 2.09089 1.09882
H16 1.45585 -0.42852 4.50619
H17 2.67754 0.75221 5.00257
H18 1.20258 1.28528 4.20672
H19 3.44623 -0.41119 2.96534
H20 3.14461 1.28000 2.59884
H21 0.01344 0.72683 2.41258
H22 0.17244 0.16549 0.75436
H23 1.52359 2.67458 1.89372
H24 0.15723 2.62143 0.78480
H25 1.75085 2.04844 0.25749
C11 6.08139 -0.42467 -9.58448
C12 4.76065 0.10476 -9.05183
O3 4.42791 -0.36779 -7.75952
C13 5.33802 -0.03548 -6.72770
C14 5.50646 1.45851 -6.50778
H26 6.09731 -1.51459 -9.54848
H27 6.21610 -0.10878 -10.61947
H28 6.93370 -0.05377 -9.01358
H29 3.94405 -0.23382 -9.68949
H30 4.75172 1.20085 -9.07679
H31 6.31175 -0.50771 -6.90274
H32 4.92054 -0.49550 -5.83120
H33 5.98565 1.94974 -7.35574
H34 6.12749 1.63660 -5.62910
H35 4.53500 1.92853 -6.34997
C15 -1.25279 1.45229 8.39198
C16 -1.41843 1.71774 6.90519
O4 -0.84526 0.72611 6.07431
C17 -1.37084 -0.58264 6.21892
C18 -2.85302 -0.69241 5.90943
H36 -0.20149 1.29455 8.63610
H37 -1.61843 2.30599 8.96369
H38 -1.81218 0.57409 8.71680
H39 -0.90076 2.63914 6.63640
H40 -2.47726 1.86274 6.65996
H41 -1.15701 -0.97398 7.22050
H42 -0.80150 -1.18932 5.51394
H43 -3.46468 -0.15404 6.63558
H44 -3.16464 -1.73665 5.93032
H45 -3.07250 -0.29044 4.91978
C19 -7.27515 -1.17093 2.04046
C20 -6.80476 -1.63587 3.40809
O5 -5.92859 -0.73114 4.05572
C21 -6.45440 0.55483 4.32655
C22 -7.66576 0.54892 5.24344
H46 -6.42188 -0.92822 1.40605
H47 -7.85217 -1.96129 1.55944
H48 -7.91374 -0.28876 2.10302
H49 -6.22787 -2.55508 3.30593
H50 -7.66364 -1.86711 4.04892
H51 -6.68412 1.08289 3.39380
H52 -5.63485 1.09447 4.80262
H53 -8.53204 0.07807 4.77691
H54 -7.94388 1.57267 5.49593
H55 -7.44281 0.01105 6.16585

For reference, the Löwdin charges in units of e are: atom 1 (C): -0.111, atom 2 (C): -0.254, atom 3 (C): -0.221, atom 4 (C): -0.154, atom 5 (B): -0.323, atom 6 (O): 0.003, atom 7 (C): -0.238, atom 8 (C): -0.058, atom 9 (H): 0.076, atom 10 (H): 0.070, atom 11 (H): 0.059, atom 12 (H): 0.099, atom 13 (H): 0.097, atom 14 (H): 0.103, atom 15 (H): 0.102, atom 16 (H): 0.101, atom 17 (H): 0.104, atom 18 (H): 0.100, atom 19 (H): 0.105, atom 20 (H): 0.118, atom 21 (H): 0.077, atom 22 (H): 0.077, atom 23 (H): 0.067, atom 24 (C): -0.079, atom 25 (C): -0.278, atom 26 (O): -0.166, atom 27 (C): -0.276, atom 28 (C): -0.073, atom 29 (H): 0.074, atom 30 (H): 0.080, atom 31 (H): 0.061, atom 32 (H): 0.117, atom 33 (H): 0.107, atom 34 (H): 0.108, atom 35 (H): 0.115, atom 36 (H): 0.068, atom 37 (H): 0.078, atom 38 (H): 0.064, atom 39 (C): -0.081, atom 40 (C): -0.284, atom 41 (O): -0.161, atom 42 (C): -0.281, atom 43 (C): -0.078, atom 44 (H): 0.082, atom 45 (H): 0.076, atom 46 (H): 0.065, atom 47 (H): 0.118, atom 48 (H): 0.107, atom 49 (H): 0.108, atom 50 (H): 0.113, atom 51 (H): 0.067, atom 52 (H): 0.079, atom 53 (H): 0.067, atom 54 (C): -0.080, atom 55 (C): -0.281, atom 56 (O): -0.176, atom 57 (C): -0.277, atom 58 (C): -0.078, atom 59 (H): 0.081, atom 60 (H): 0.076, atom 61 (H): 0.066, atom 62 (H): 0.118, atom 63 (H): 0.106, atom 64 (H): 0.109, atom 65 (H): 0.112, atom 66 (H): 0.067, atom 67 (H): 0.080, atom 68 (H): 0.079, atom 69 (C): -0.080, atom 70 (C): -0.281, atom 71 (O): -0.172, atom 72 (C): -0.283, atom 73 (C): -0.079, atom 74 (H): 0.082, atom 75 (H): 0.076, atom 76 (H): 0.066, atom 77 (H): 0.118, atom 78 (H): 0.108, atom 79 (H): 0.108, atom 80 (H): 0.112, atom 81 (H): 0.066, atom 82 (H): 0.076, atom 83 (H): 0.081


Entry 3:
The following is a quantum chemistry calculation of 2 unconnected molecules or ions with the total composition C9H11BrF3N2O4 at a distorted geometry, from OMol25.

Values from the calculation:
- maximum force (eV/Å) = 2.665
- charge = -1
- orbital gap (Ha) = 0.1970
- E_HOMO (eV) = -3.45
- total energy (Eh) = -3633.63741

CARTESIAN COORDINATES (ANGSTROEM)
O1 6.31945 2.02737 0.34602
C1 5.52127 2.66982 -0.20113
N1 4.64207 3.44972 -0.56476
C2 3.59217 3.61897 0.52056
C3 2.95183 2.23565 1.00917
C4 2.03651 1.99691 -0.27632
Br1 1.01165 0.33129 -0.13531
C5 1.24311 3.37427 -0.17127
O2 0.07611 3.59000 -0.20936
N2 2.36226 4.30896 0.04733
H1 4.13924 4.21817 1.30126
H2 2.30821 2.61007 1.85863
H3 3.64104 1.41470 1.31885
H4 2.59220 2.03479 -1.25696
H5 2.62707 4.82604 -0.80140
C6 -3.79486 -1.61948 -1.18635
C7 -4.10888 -3.10781 -1.13641
O3 -2.98221 -3.92438 -0.89804
C8 -2.51205 -4.09651 0.47910
O4 -3.47815 -4.45960 1.27918
C9 -1.70570 -2.85847 1.00858
F1 -0.92233 -2.31431 0.02810
F2 -0.84613 -3.21673 1.99332
F3 -2.45259 -1.84898 1.49794
H6 -2.84912 -1.43204 -1.69900
H7 -4.59431 -1.08109 -1.70554
H8 -3.72537 -1.19502 -0.18677
H9 -4.46497 -3.39882 -2.13148
H10 -4.93163 -3.32104 -0.44700
H11 -1.69594 -4.83245 0.31907

For reference, the Löwdin charges in units of e are: atom 1 (O): 0.188, atom 2 (C): -0.334, atom 3 (N): 0.121, atom 4 (C): -0.310, atom 5 (C): -0.140, atom 6 (C): -0.617, atom 7 (Br): 0.735, atom 8 (C): -0.455, atom 9 (O): 0.130, atom 10 (N): 0.063, atom 11 (H): 0.152, atom 12 (H): 0.135, atom 13 (H): 0.118, atom 14 (H): 0.105, atom 15 (H): 0.132, atom 16 (C): -0.095, atom 17 (C): -0.296, atom 18 (O): -0.127, atom 19 (C): -0.541, atom 20 (O): -0.183, atom 21 (C): -0.540, atom 22 (F): 0.040, atom 23 (F): 0.098, atom 24 (F): 0.101, atom 25 (H): 0.071, atom 26 (H): 0.061, atom 27 (H): 0.055, atom 28 (H): 0.100, atom 29 (H): 0.106, atom 30 (H): 0.129


Entry 4:
The following is a quantum chemistry calculation of a molecular structure, C33H44IN7O4STi at a distorted geometry, from OMol25.

Values from the calculation:
- maximum force (eV/Å) = 1.030
- charge = +1
- orbital gap (spin up / spin down) (Ha) = 0.2700 / 0.2801
- E_HOMO (spin up / spin down) (eV) = -10.33 / -10.65
- ΔE to the lowest compared entry with this formula, charge and spin (kJ/mol) = 74.81
- total energy (Eh) = -3513.38656
- multiplicity = 2

CARTESIAN COORDINATES (ANGSTROEM)
Ti1 -0.54635 -0.43861 0.20931
C1 -0.36942 -3.82512 0.98015
C2 1.03964 -3.81327 0.41575
N1 1.40797 -2.39479 0.14478
C3 2.69758 -2.09316 0.78489
C4 2.62621 -2.13887 2.31734
N2 1.37949 -1.56557 2.77951
C5 1.34150 -1.09903 4.15239
C6 0.04754 -0.32213 4.37890
C7 -1.20792 -1.11028 4.01749
N3 -1.64566 -1.01385 2.60013
C8 -2.68858 -2.03793 2.38649
C9 -3.11957 -2.12487 0.93768
N4 -1.97047 -2.13311 0.01638
C10 -1.28755 -3.41778 -0.16470
H1 -0.65032 -4.77162 1.44401
H2 -0.36623 -3.05965 1.75508
H3 1.75711 -4.27124 1.09565
H4 1.08296 -4.38093 -0.51821
H5 1.50624 -2.27397 -0.86717
H6 3.47811 -2.79080 0.45754
H7 3.02139 -1.10528 0.45426
H8 2.70292 -3.16656 2.68135
H9 3.51235 -1.61053 2.70344
H10 1.13593 -0.79572 2.17906
H11 1.39266 -1.96414 4.82078
H12 2.19722 -0.45129 4.40372
H13 -0.00848 -0.01839 5.42527
H14 0.07749 0.60706 3.80392
H15 -1.01762 -2.16854 4.21032
H16 -2.03643 -0.81891 4.67123
H17 -2.10971 -0.11446 2.48603
H18 -2.29494 -2.99423 2.72921
H19 -3.57195 -1.82975 3.00017
H20 -3.71920 -3.03107 0.80083
H21 -3.74317 -1.27701 0.66948
H22 -2.33507 -1.87994 -0.90118
H23 -1.99716 -4.20500 -0.44117
H24 -0.66329 -3.25678 -1.04370
C11 -0.89073 4.90629 -4.93162
C12 -1.46848 4.00761 -3.87510
C13 -1.74849 2.67242 -4.15712
C14 -2.26873 1.83152 -3.18750
C15 -2.52192 2.32990 -1.91795
C16 -2.26832 3.66059 -1.61645
C17 -1.73761 4.48662 -2.59307
S1 -3.14974 1.21752 -0.68977
O1 -3.27844 -0.07166 -1.31811
O2 -4.29982 1.80256 -0.06336
N5 -1.91736 1.06208 0.38128
C18 -1.63449 2.06462 1.31622
C19 -2.50822 3.00262 1.83594
C20 -2.07138 3.97964 2.74569
C21 -0.76789 4.05742 3.14541
C22 0.15493 3.11244 2.65591
C23 1.52578 3.14458 2.97251
C24 2.36901 2.22201 2.41514
C25 1.83096 1.22264 1.60202
N6 0.54797 1.11166 1.32917
C26 -0.29037 2.09217 1.77906
H25 0.15917 4.66554 -5.11097
H26 -0.94984 5.95298 -4.63797
H27 -1.41828 4.78511 -5.87761
H28 -1.55763 2.28355 -5.15018
H29 -2.47021 0.79095 -3.40065
H30 -2.50213 4.06078 -0.63791
H31 -1.54931 5.52832 -2.36285
H32 -3.54107 2.99738 1.52712
H33 -2.79639 4.69142 3.11820
H34 -0.42814 4.82809 3.82524
H35 1.89823 3.91562 3.63576
H36 3.43318 2.23922 2.60390
H37 2.47422 0.47316 1.16625
I1 -0.44554 -3.38785 -3.89840
C27 1.60783 -2.94782 -3.88859
C28 2.29170 -3.08020 -5.09201
C29 3.64300 -2.78667 -5.10827
C30 4.25731 -2.38148 -3.93155
C31 3.48379 -2.29516 -2.79048
N7 2.17525 -2.56861 -2.75928
H38 1.77395 -3.40363 -5.98295
H39 4.20905 -2.87905 -6.02590
H40 5.31153 -2.14626 -3.89663
H41 3.93004 -2.00033 -1.84639
C32 1.74564 2.08321 -1.96005
O3 0.93634 0.99446 -2.43213
C33 0.32645 0.32288 -1.50388
O4 -0.50057 -0.55894 -1.80046
H42 2.15856 2.55528 -2.84553
H43 2.55150 1.71327 -1.32737
H44 1.13047 2.79666 -1.41320

For reference, the Löwdin charges in units of e are: atom 1 (Ti): 1.003, atom 2 (C): -0.157, atom 3 (C): -0.189, atom 4 (N): -0.062, atom 5 (C): -0.214, atom 6 (C): -0.204, atom 7 (N): -0.070, atom 8 (C): -0.215, atom 9 (C): -0.153, atom 10 (C): -0.187, atom 11 (N): -0.068, atom 12 (C): -0.196, atom 13 (C): -0.161, atom 14 (N): -0.138, atom 15 (C): -0.213, atom 16 (H): 0.123, atom 17 (H): 0.074, atom 18 (H): 0.113, atom 19 (H): 0.121, atom 20 (H): 0.049, atom 21 (H): 0.121, atom 22 (H): 0.089, atom 23 (H): 0.116, atom 24 (H): 0.121, atom 25 (H): 0.027, atom 26 (H): 0.126, atom 27 (H): 0.115, atom 28 (H): 0.121, atom 29 (H): 0.088, atom 30 (H): 0.120, atom 31 (H): 0.125, atom 32 (H): 0.095, atom 33 (H): 0.111, atom 34 (H): 0.133, atom 35 (H): 0.135, atom 36 (H): 0.105, atom 37 (H): 0.091, atom 38 (H): 0.133, atom 39 (H): 0.012, atom 40 (C): -0.041, atom 41 (C): -0.262, atom 42 (C): -0.021, atom 43 (C): -0.049, atom 44 (C): -0.266, atom 45 (C): -0.043, atom 46 (C): -0.028, atom 47 (S): 0.640, atom 48 (O): -0.310, atom 49 (O): -0.271, atom 50 (N): -0.211, atom 51 (C): -0.264, atom 52 (C): -0.012, atom 53 (C): -0.045, atom 54 (C): -0.025, atom 55 (C): -0.154, atom 56 (C): 0.021, atom 57 (C): -0.017, atom 58 (C): -0.130, atom 59 (N): 0.017, atom 60 (C): -0.166, atom 61 (H): 0.084, atom 62 (H): 0.079, atom 63 (H): 0.086, atom 64 (H): 0.123, atom 65 (H): 0.115, atom 66 (H): 0.109, atom 67 (H): 0.116, atom 68 (H): 0.101, atom 69 (H): 0.117, atom 70 (H): 0.120, atom 71 (H): 0.130, atom 72 (H): 0.118, atom 73 (H): 0.094, atom 74 (I): 0.984, atom 75 (C): -0.752, atom 76 (C): -0.131, atom 77 (C): -0.050, atom 78 (C): -0.050, atom 79 (C): -0.128, atom 80 (N): 0.014, atom 81 (H): 0.093, atom 82 (H): 0.117, atom 83 (H): 0.110, atom 84 (H): 0.100, atom 85 (C): -0.022, atom 86 (O): -0.029, atom 87 (C): -0.420, atom 88 (O): -0.108, atom 89 (H): 0.098, atom 90 (H): 0.086, atom 91 (H): 0.095


Entry 5:
The following is a quantum chemistry calculation of C4H7ClN2O2 in the gas phase at a distorted geometry, from OMol25.

Values from the calculation:
- maximum force (eV/Å) = 3.845
- orbital gap (spin up / spin down) (Ha) = 0.3288 / 0.2336
- E_HOMO (spin up / spin down) (eV) = -9.81 / -8.40
- ΔE to the lowest compared entry with this formula, charge and spin (kJ/mol) = 480.62
- total energy (Eh) = -876.54185

CARTESIAN COORDINATES (ANGSTROEM)
C1 1.24984 -0.32886 0.65090
C2 1.24885 0.44681 -0.78386
C3 -0.09853 -0.99444 0.68458
C4 0.27505 1.57222 -0.77503
N1 -1.16514 -0.05381 0.71056
N2 -2.27208 -0.42403 -0.01308
O1 -2.38342 -1.59124 -0.30650
O2 -2.99006 0.47444 -0.28724
Cl1 0.40572 2.79230 0.28992
H1 1.88450 -1.19503 0.72453
H2 1.33198 0.20828 1.58818
H3 2.11180 0.97500 -1.09296
H4 1.11796 -0.40225 -1.56502
H5 -0.09807 -1.61458 -0.14986
H6 -0.07077 -1.53126 1.66706
H7 -0.54765 1.66647 -1.34218

For reference, the Löwdin charges in units of e are: atom 1 (C): -0.163, atom 2 (C): -0.197, atom 3 (C): -0.293, atom 4 (C): -0.554, atom 5 (N): 0.114, atom 6 (N): -0.512, atom 7 (O): 0.049, atom 8 (O): 0.066, atom 9 (Cl): 0.797, atom 10 (H): 0.102, atom 11 (H): 0.099, atom 12 (H): 0.084, atom 13 (H): 0.152, atom 14 (H): 0.087, atom 15 (H): 0.150, atom 16 (H): 0.020


Entry 6:
The following is a quantum chemistry calculation of 2 unconnected molecules or ions with the total composition C3H6N2O at a distorted geometry, from OMol25.

Values from the calculation:
- maximum force (eV/Å) = 1.151
- orbital gap (Ha) = 0.4221
- E_HOMO (eV) = -10.72
- ΔE to the lowest compared entry with this formula, charge and spin (kJ/mol) = 215.70
- SMILES = N#C[C@@H]1CN1.O
- total energy (Eh) = -302.61094

CARTESIAN COORDINATES (ANGSTROEM)
N1 3.25915 -0.94827 -0.77336
C1 2.18683 -0.83270 -0.35295
C2 0.82839 -0.63989 0.12683
C3 -0.17978 -0.12867 -0.84344
N2 0.30308 0.72557 0.23444
H1 0.52184 -1.31168 0.92679
H2 0.14169 0.08429 -1.86105
H3 -1.21375 -0.43640 -0.72305
H4 0.98339 1.40353 -0.09869
O1 -2.53739 0.80167 0.84254
H5 -1.61245 1.08551 0.94272
H6 -2.68101 0.19704 1.57920

For reference, the Löwdin charges in units of e are: atom 1 (N): 0.150, atom 2 (C): -0.179, atom 3 (C): -0.288, atom 4 (C): -0.123, atom 5 (N): 0.010, atom 6 (H): 0.141, atom 7 (H): 0.121, atom 8 (H): 0.095, atom 9 (H): 0.112, atom 10 (O): -0.080, atom 11 (H): 0.004, atom 12 (H): 0.038


The lowest total energy belongs to which entry? C9H11BrF3N2O4